[1]
C34H71NO2S2 | ωB97M-V with the def2-TZVPD basis set

Atoms and positions in Å:
C -0.1141 -0.7580 6.1516
C -0.2070 -2.3416 5.9008
C -0.7703 -2.7601 4.4668
C -2.1381 -2.0179 4.0511
N -2.4902 -2.4239 2.6447
C -3.3281 -1.3917 1.9760
C -2.5717 -0.0170 1.6700
C -1.0909 -0.1674 1.0777
C -0.1917 0.9858 1.7999
C 1.3441 0.6019 1.5954
C 2.3937 1.0352 2.7314
O 3.7011 0.9925 2.0723
C 3.5681 0.6532 0.6859
O 4.3440 0.0203 -0.0427
C 2.1232 1.2682 0.3427
C -3.1605 -3.7551 2.6623
S -4.8316 -3.8614 2.9276
S -2.3055 -5.3639 2.4523
C -0.5007 -5.1574 2.1086
C -0.1614 -4.2057 0.8495
C -0.7928 -4.7824 -0.5153
H 0.8496 -0.5738 6.7512
H -0.9812 -0.4039 6.8000
H -0.0704 -0.1884 5.1591
H 0.8650 -2.7516 6.0143
H -0.7975 -2.8110 6.7730
H -0.0029 -2.6417 3.6136
H -1.0423 -3.8781 4.5397
H -2.9375 -2.3463 4.8166
H -2.0212 -0.8947 4.1813
H -4.2772 -1.1066 2.5707
H -3.6585 -1.8468 0.9690
H -3.1974 0.5356 0.8760
H -2.5718 0.6741 2.5915
H -0.5837 -1.1600 1.2907
H -1.1211 0.1277 -0.0227
H -0.4105 2.0190 1.3740
H -0.4000 0.9662 2.9333
H 1.5661 -0.5075 1.4606
H 2.3822 0.1729 3.4941
H 2.1924 2.0397 3.2232
H 1.6560 0.9256 -0.6510
H 2.2212 2.3979 0.4348
H -0.1136 -6.2039 1.8084
H 0.1296 -4.8788 3.0319
H -0.6495 -3.1977 1.0449
H 0.9805 -4.0765 0.8081
H -0.9916 -5.9033 -0.3888
H -0.0556 -4.5432 -1.3494
H -1.7844 -4.2186 -0.6733
C 7.5857 -3.4802 4.8963
C 7.1612 -4.0917 3.5680
C 7.3622 -3.1549 2.3751
C 6.5493 -1.8578 2.4155
C 5.0348 -2.0366 2.5207
C 4.4284 -2.7669 1.3298
H 6.9835 -2.6042 5.1478
H 7.4631 -4.2082 5.7024
H 8.6371 -3.1807 4.8699
H 6.1176 -4.4151 3.6286
H 7.7544 -4.9965 3.3978
H 7.1280 -3.7024 1.4560
H 8.4245 -2.8935 2.3055
H 6.7749 -1.2819 1.5108
H 6.8883 -1.2415 3.2548
H 4.5756 -1.0469 2.5900
H 4.7739 -2.5621 3.4457
H 4.6479 -2.2424 0.3979
H 3.3408 -2.8241 1.4365
H 4.8069 -3.7894 1.2491
C -4.4639 -0.2726 -1.6886
C -3.8039 0.9425 -2.3259
C -4.5658 2.2466 -2.0815
C -5.9814 2.2978 -2.6630
C -6.0778 2.0644 -4.1711
C -5.3454 3.1168 -4.9922
H -5.4519 -0.4645 -2.1130
H -3.8528 -1.1635 -1.8566
H -4.5720 -0.1361 -0.6095
H -3.6741 0.7705 -3.3986
H -2.7969 1.0495 -1.9072
H -3.9767 3.0776 -2.4845
H -4.6307 2.4217 -1.0011
H -6.4147 3.2768 -2.4278
H -6.6118 1.5617 -2.1534
H -7.1351 2.0769 -4.4553
H -5.7022 1.0694 -4.4300
H -5.7279 4.1178 -4.7739
H -5.4870 2.9271 -6.0593
H -4.2709 3.1063 -4.7945
C -2.1108 5.4214 -4.4187
C -1.5013 4.3740 -5.3399
C 0.0098 4.2129 -5.1623
C 0.8437 5.4568 -5.4811
C 0.6734 6.0155 -6.8945
C 1.1044 5.0437 -7.9852
H -1.7161 6.4189 -4.6253
H -3.1944 5.4591 -4.5577
H -1.9131 5.1816 -3.3700
H -1.7408 4.6146 -6.3800
H -1.9764 3.4098 -5.1297
H 0.3489 3.3783 -5.7850
H 0.2150 3.9167 -4.1269
H 1.9005 5.2125 -5.3222
H 0.6081 6.2476 -4.7612
H 1.2787 6.9238 -6.9815
H -0.3641 6.3205 -7.0634
H 2.1498 4.7506 -7.8556
H 1.0054 5.5121 -8.9677
H 0.4900 4.1401 -7.9869

E_tot = -63662.154 eV
LUMO = -0.4 eV
Highest occupied orbital energy = -0.3225 Ha
Frontier orbital gap = 0.3095 hartree

[2]
C34H73BN8 | ωB97M-V with the def2-TZVPD basis set

Atoms and positions in Å:
B -0.2292 -1.0430 0.2524
H -0.8732 -0.8195 1.0888
H 0.0859 -0.0997 -0.1659
H 0.6944 -1.5135 0.5523
H -0.7577 -1.6305 -0.4824
C 8.1258 1.6106 6.0687
C 7.6010 0.2721 5.4214
N 6.1874 0.3896 5.0764
C 5.7342 0.7134 3.7804
C 4.3255 0.6199 3.7617
N 3.9132 0.2330 5.0555
C 5.0616 0.1905 5.8457
C 2.5211 0.1868 5.5985
H 8.1376 2.5033 5.4433
H 9.1614 1.3526 6.2898
H 7.6447 1.9183 6.9971
H 7.6575 -0.5397 6.1467
H 8.1823 -0.1549 4.6042
H 6.3179 1.1167 2.9661
H 3.7088 1.0861 3.0077
H 5.0378 -0.0606 6.8959
H 2.4859 0.6533 6.5829
H 2.1732 -0.8460 5.6233
H 1.9257 0.7526 4.8819
C -4.6920 -1.4450 4.5426
C -4.6286 -3.0413 4.7576
N -5.1088 -3.8365 3.5512
C -4.3223 -4.2303 2.5071
C -5.0856 -5.0429 1.6960
N -6.4257 -4.9827 2.0812
C -6.4584 -4.0960 3.1430
C -7.4782 -5.7339 1.3971
H -5.7554 -1.2929 4.3578
H -4.0493 -1.2053 3.6955
H -4.3974 -0.9247 5.4540
H -5.2842 -3.3527 5.5708
H -3.5568 -3.2222 4.8387
H -3.2699 -3.9876 2.5128
H -4.7265 -5.6119 0.8512
H -7.3219 -3.8551 3.7454
H -8.1710 -5.9867 2.1997
H -7.0478 -6.6410 0.9728
H -7.9032 -5.1689 0.5675
C -4.2462 -0.7547 -7.2410
C -4.0179 -1.5005 -5.9577
N -4.9050 -1.1979 -4.8058
C -6.2623 -1.3970 -4.7058
C -6.6932 -0.8763 -3.4885
N -5.5598 -0.4070 -2.8204
C -4.4858 -0.6251 -3.6287
C -5.4642 0.0140 -1.4383
H -5.3085 -0.5950 -7.4257
H -3.8931 -1.4025 -8.0434
H -3.7357 0.2077 -7.2032
H -2.9524 -1.4097 -5.7467
H -4.1811 -2.5734 -6.0597
H -6.8542 -1.8795 -5.4694
H -7.6513 -0.8975 -2.9905
H -3.4692 -0.3780 -3.3609
H -5.6899 1.0694 -1.2859
H -4.4569 -0.1925 -1.0766
H -6.1789 -0.5987 -0.8888
C 7.0659 -3.3227 -1.1891
C 5.5949 -3.1355 -1.7141
C 5.5232 -3.4589 -3.2437
N 4.1613 -3.1626 -3.9222
C 3.8223 -1.6705 -3.7148
C 3.0297 -4.1690 -3.5316
C 2.3509 -4.6785 -4.7544
C 2.7753 -3.7264 -5.8730
C 4.1780 -3.4162 -5.5070
H 7.6835 -2.4248 -1.2116
H 7.7395 -3.9176 -1.8058
H 7.0975 -3.7994 -0.2094
H 5.3498 -2.0895 -1.5296
H 4.9511 -3.7831 -1.1188
H 5.5708 -4.5415 -3.3612
H 6.1874 -2.9539 -3.9450
H 3.6501 -1.5154 -2.6498
H 2.9750 -1.3681 -4.3303
H 4.6997 -1.1185 -4.0519
H 2.4319 -3.7341 -2.7306
H 3.5889 -4.9794 -3.0640
H 1.2812 -4.6078 -4.5574
H 2.5986 -5.7103 -5.0037
H 2.1778 -2.8150 -5.8516
H 2.6733 -4.1248 -6.8824
H 4.5781 -2.5128 -5.9674
H 4.8512 -4.2718 -5.5612
C 1.0898 5.8064 3.4180
C 0.7697 5.6331 1.9254
C 0.1041 6.8675 1.2410
N -0.7619 6.5044 -0.0209
C 0.2661 6.0515 -1.0532
C -1.9285 5.4962 0.2358
C -3.1733 6.3138 0.7205
C -2.9213 7.7259 0.2943
C -1.6107 7.7156 -0.5106
H 1.4372 4.8614 3.8356
H 0.2992 6.1958 4.0594
H 1.8964 6.5315 3.5269
H 0.1765 4.7245 1.8221
H 1.7249 5.4107 1.4497
H 0.7656 7.7067 1.0260
H -0.6129 7.2693 1.9569
H 0.4839 5.0136 -0.8011
H 1.1400 6.7004 -0.9967
H -0.0926 6.0241 -2.0822
H -2.1041 5.1484 -0.7822
H -1.7617 4.6095 0.8473
H -4.0661 5.8370 0.3158
H -3.3962 6.2209 1.7834
H -3.6721 8.1403 -0.3785
H -2.9233 8.3566 1.1834
H -1.7575 7.6673 -1.5896
H -1.0920 8.6359 -0.2421

Net charge = +4
E_tot = -49000.569 eV
LUMO = -7.1 eV
Highest occupied orbital energy = -0.5218 Ha
Frontier orbital gap = 0.2624 hartree

[3]
C34H73N4O38P3S8 | ωB97M-V with the def2-TZVPD basis set

Atoms and positions in Å:
C -4.7101 1.5039 -1.9011
C -3.7793 0.2603 -1.8127
O -2.5336 0.4019 -2.5279
P -2.6785 0.7454 -4.1148
O -2.8474 2.1605 -4.4535
C -1.3141 -0.1098 -4.9632
C 0.0617 0.5948 -4.9896
N 0.9011 0.5545 -3.8172
C 1.0783 1.7722 -3.0413
C -0.1138 2.3099 -2.2212
C 0.3885 3.6153 -1.4889
C 0.2710 3.5242 0.0475
N 1.4301 2.8304 0.6501
C 1.2977 -0.6898 -3.2561
N 1.2429 -0.7063 -1.7838
C 2.6798 -1.2918 -3.8139
O 2.5605 -1.3012 -5.2500
C 1.9066 -2.2666 -6.0244
C 2.6490 -3.6039 -6.2289
C 1.9131 -4.4824 -7.3164
C 2.3334 -5.9683 -7.2823
O 1.0101 -5.4221 -6.8076
O 0.5051 -2.3554 -5.9570
N 0.0060 -3.4308 -5.2053
O -1.0836 -3.6523 -5.5480
P 2.0992 -1.4110 -7.7721
S 0.4581 -1.4600 -8.8305
C 3.8452 -0.2042 -3.6411
C 4.8229 -0.3332 -4.8738
C 4.7427 -0.3018 -2.3873
C 4.1186 0.2640 -1.0634
P 3.1112 -2.8770 -2.9473
O 3.3647 -2.7601 -1.5035
O 1.9026 -3.9609 -3.0375
O 4.4150 -3.6191 -3.5883
O -4.0602 -0.0098 -4.5968
C -3.9502 -1.4522 -4.6190
C -5.3155 -2.1003 -4.2661
H -5.5319 1.2696 -2.5866
H -4.1690 2.4184 -2.1588
H -5.1361 1.6434 -0.8944
H -4.3263 -0.6614 -2.0547
H -3.4963 0.1620 -0.7528
H -1.6343 -0.2294 -6.0134
H -1.2840 -1.1375 -4.5748
H 0.6102 0.1847 -5.8551
H -0.1110 1.6509 -5.2555
H 1.3721 2.5837 -3.7362
H 1.9293 1.6563 -2.3560
H -0.4826 1.6425 -1.4336
H -0.8992 2.6450 -2.9088
H -0.2341 4.4610 -1.8302
H 1.4178 3.8387 -1.8114
H -0.6816 3.1087 0.3950
H 0.3222 4.5555 0.4383
H 1.4055 1.8409 0.4207
H 2.2891 3.2537 0.3185
H 0.5531 -1.4614 -3.5470
H 0.3852 -0.2360 -1.4929
H 1.0819 -1.6620 -1.4700
H 3.6644 -3.5005 -6.6310
H 2.6168 -4.2980 -5.3790
H 1.7217 -4.0454 -8.3048
H 2.0167 -6.6307 -8.0836
H 2.7418 -6.3095 -6.3313
H 2.4408 -0.0533 -7.5933
H 3.1816 -2.0414 -8.4465
H 3.4608 0.8186 -3.7233
H 5.7762 0.1525 -4.6117
H 5.0714 -1.3746 -5.1195
H 4.4549 0.2293 -5.7420
H 5.6092 0.3598 -2.5627
H 5.1976 -1.2848 -2.1964
H 4.9861 0.4134 -0.3712
H 3.6859 1.2630 -1.2030
H 3.4634 -0.4519 -0.5670
H 1.7997 -4.3690 -2.1636
H 4.6963 -3.2095 -4.4217
H -3.5832 -1.7979 -5.5974
H -3.2217 -1.7546 -3.8454
H -5.6662 -2.6688 -5.1393
H -5.1644 -2.8349 -3.4633
H -6.0606 -1.3470 -3.9875
O -1.8860 4.6790 2.4320
S -1.6214 5.0484 3.7753
O -2.5548 5.7592 4.5766
O -0.2116 5.8225 3.8088
C 0.7002 5.1436 4.6826
C 0.2740 3.6943 4.6349
O -1.1600 3.7350 4.5803
H 0.5849 5.5592 5.6866
H 1.7251 5.2849 4.3485
H 0.6098 3.1331 5.5039
H 0.6340 3.2052 3.7258
O 8.3555 0.8090 -0.2371
S 8.7016 -0.1438 0.7573
O 9.1680 0.2292 2.0431
O 9.7385 -1.1920 0.1120
C 9.2053 -2.5212 0.2004
C 7.7036 -2.3382 0.1701
O 7.4642 -1.1540 0.9374
H 9.5332 -2.9600 1.1449
H 9.5648 -3.1312 -0.6245
H 7.1714 -3.1845 0.5953
H 7.3472 -2.1607 -0.8477
O -0.0187 -1.9812 7.0956
S -0.1850 -0.6353 6.6786
O 0.8847 0.1344 6.1527
O -0.8683 0.1842 7.8810
C -2.0982 0.7713 7.4367
C -2.5987 -0.1555 6.3489
O -1.4180 -0.5623 5.6480
H -1.8803 1.7664 7.0425
H -2.7981 0.8568 8.2641
H -3.2952 0.3337 5.6728
H -3.0673 -1.0480 6.7708
O 7.6962 -5.9449 1.2961
S 6.4107 -6.5011 1.5399
O 5.6883 -7.2148 0.5525
O 5.4709 -5.3388 2.1312
C 4.9687 -5.7228 3.4161
C 6.0284 -6.6412 3.9880
O 6.4897 -7.4051 2.8668
H 4.0229 -6.2488 3.2701
H 4.8021 -4.8453 4.0360
H 5.6391 -7.2966 4.7626
H 6.8741 -6.0738 4.3834
O -2.8992 4.7983 8.8309
S -1.8418 5.7475 8.8841
O -0.4795 5.3663 9.0031
O -2.1855 6.8118 10.0369
C -2.2324 8.1314 9.4823
C -2.6508 7.9348 8.0441
O -1.9804 6.7420 7.6235
H -1.2317 8.5655 9.5480
H -2.9337 8.7518 10.0326
H -2.3708 8.7746 7.4135
H -3.7250 7.7618 7.9637
O -7.0833 -5.0871 -2.6151
S -7.7546 -5.0259 -3.8636
O -8.4802 -3.8837 -4.2841
O -8.7013 -6.3211 -3.9899
C -8.3461 -7.0732 -5.1546
C -6.8709 -6.7989 -5.3609
O -6.7094 -5.4177 -5.0235
H -8.9402 -6.7050 -5.9939
H -8.5532 -8.1296 -5.0010
H -6.5509 -6.9823 -6.3834
H -6.2574 -7.3899 -4.6768
O -6.6591 9.1269 8.7427
S -6.2962 8.0231 9.5561
O -5.2374 8.0837 10.5015
O -6.0551 6.7541 8.6008
C -6.9254 5.6834 8.9802
C -8.1411 6.3651 9.5735
O -7.6118 7.4804 10.3010
H -6.4096 5.0707 9.7225
H -7.1730 5.0717 8.1162
H -8.7054 5.7115 10.2335
H -8.8011 6.7512 8.7932

E_tot = -234746.978 eV
LUMO = -0.2 eV
Highest occupied orbital energy = -0.3077 Ha
Frontier orbital gap = 0.2995 hartree